[1]
DFT (wB97M-V/def2-TZVPD) results for a structure of composition C21H20BrN8S2Ti.

Calculated values
- calculated total energy (Ha) = -5469.8154
- spin multiplicity = 2
- molecular weight (g mol⁻¹) = 576.4
- net charge = +2
- <S²> = 0.756
- LUMO energy (spin up / spin down) (eV) = -6.24 / -6.32
- relative energy (zero: lowest compared OMol25 entry of this formula, charge and spin) (kcal per mole) = 0.00
- HOMO-LUMO gap (spin up / spin down) (eV) = 7.5 / 7.6

Geometry (Å):
Ti (0.70, -0.09, 0.47)
N (4.31, -0.38, 3.15)
C (3.33, -0.02, 2.33)
S (2.41, -1.31, 1.56)
N (3.07, 1.25, 2.16)
N (2.08, 1.45, 1.26)
C (1.86, 2.67, 0.93)
C (0.88, 2.92, -0.12)
C (0.63, 4.19, -0.61)
C (-0.24, 4.34, -1.67)
C (-0.82, 3.22, -2.23)
C (-0.53, 1.98, -1.68)
N (0.29, 1.82, -0.64)
H (4.54, -1.34, 3.31)
H (4.87, 0.34, 3.59)
H (2.43, 3.48, 1.37)
H (1.13, 5.04, -0.16)
H (-0.45, 5.33, -2.08)
H (-1.49, 3.28, -3.08)
H (-0.97, 1.08, -2.09)
C (-3.27, -3.59, 0.31)
N (-2.51, -3.05, -0.81)
C (-2.91, -3.04, -2.14)
C (-1.93, -2.48, -2.86)
N (-0.91, -2.14, -1.96)
C (-1.29, -2.51, -0.70)
S (-0.42, -2.35, 0.75)
C (0.38, -1.72, -2.36)
C (0.94, -2.26, -3.49)
C (2.19, -1.82, -3.90)
C (2.83, -0.84, -3.15)
C (2.19, -0.36, -2.03)
N (0.98, -0.78, -1.62)
H (-4.28, -3.79, -0.04)
H (-3.29, -2.85, 1.11)
H (-2.82, -4.50, 0.67)
H (-3.87, -3.43, -2.45)
H (-1.86, -2.27, -3.91)
H (0.43, -3.04, -4.03)
H (2.66, -2.23, -4.78)
H (3.80, -0.46, -3.43)
H (2.66, 0.41, -1.42)
Br (-2.75, 0.38, 0.30)
C (-1.99, 0.66, 2.01)
C (-2.83, 0.96, 3.07)
C (-2.27, 1.16, 4.31)
C (-0.89, 1.06, 4.45)
C (-0.13, 0.77, 3.33)
N (-0.67, 0.56, 2.11)
H (-3.90, 1.03, 2.91)
H (-2.89, 1.39, 5.16)
H (-0.40, 1.21, 5.40)
H (0.94, 0.69, 3.40)

Results of the Löwdin charge analysis, in e, for atoms 1 through 2: 0.5705 0.1284

[2]
DFT (wB97M-V/def2-TZVPD) results for the ion C8H19NO4P with charge +1.

Calculated values
- calculated total energy (Ha) = -1013.0713
- molecular weight (g mol⁻¹) = 224.2
- net charge = +1
- SMILES string = OCCCC[C@@H]1CO[C@H](P(O)O)C[NH2+]1
- LUMO energy (eV) = -3.02
- relative energy (zero: lowest compared OMol25 entry of this formula, charge and spin) (kcal per mole) = 0.00
- HOMO-LUMO gap (eV) = 9.4

Geometry (Å):
O (-1.39, 1.82, 1.15)
C (-0.88, 3.15, 0.92)
C (-0.75, 3.45, -0.56)
C (0.06, 2.43, -1.35)
C (-0.66, 1.08, -1.53)
C (0.00, -0.01, -0.70)
C (1.20, -0.63, -1.40)
O (1.61, -1.88, -0.85)
C (1.14, -2.11, 0.46)
P (2.01, -3.72, 1.04)
O (2.27, -3.30, 2.61)
O (0.71, -4.70, 1.25)
C (-0.37, -2.25, 0.42)
N (-0.98, -1.09, -0.37)
H (-2.01, 1.86, 1.88)
H (-1.56, 3.88, 1.37)
H (0.08, 3.25, 1.41)
H (-0.24, 4.41, -0.64)
H (-1.74, 3.59, -1.00)
H (0.30, 2.85, -2.33)
H (1.02, 2.28, -0.85)
H (-0.67, 0.78, -2.58)
H (-1.69, 1.20, -1.21)
H (0.28, 0.44, 0.25)
H (2.02, 0.08, -1.36)
H (0.95, -0.82, -2.45)
H (1.44, -1.31, 1.14)
H (2.01, -2.41, 2.84)
H (0.45, -4.71, 2.18)
H (-0.82, -2.29, 1.40)
H (-0.63, -3.17, -0.10)
H (-1.74, -0.69, 0.18)
H (-1.38, -1.46, -1.23)

Results of the Löwdin charge analysis, in e, for atoms 1 through 2: -0.0873 -0.2217

[3]
DFT (wB97M-V/def2-TZVPD) results for a structure of composition C29H38CsN10O2S2.

Calculated values
- calculated total energy (Ha) = -2642.2694
- molecular weight (g mol⁻¹) = 755.7
- net charge = +1
- LUMO energy (eV) = -2.11
- relative energy (zero: lowest compared OMol25 entry of this formula, charge and spin) (kcal per mole) = 0.00
- HOMO-LUMO gap (eV) = 8.2

Geometry (Å):
Cs (-0.27, 1.00, -0.80)
C (3.20, -1.13, -6.09)
N (2.42, -0.08, -5.47)
C (1.16, -0.12, -5.01)
N (0.94, 0.87, -4.16)
C (2.14, 1.50, -4.13)
N (3.07, 0.95, -4.88)
C (3.51, -2.22, -5.08)
C (4.05, -3.45, -5.47)
C (4.25, -4.45, -4.53)
C (3.89, -4.27, -3.20)
C (3.35, -3.05, -2.82)
C (3.20, -2.03, -3.75)
C (2.79, -2.76, -1.50)
N (2.21, -1.67, -1.14)
N (1.72, -1.88, 0.13)
C (2.02, -3.10, 0.44)
O (2.72, -3.71, -0.54)
C (1.60, -3.80, 1.65)
C (1.98, -5.10, 1.99)
C (1.41, -5.67, 3.13)
C (0.47, -4.99, 3.89)
C (0.11, -3.69, 3.54)
C (-0.93, -2.90, 4.31)
N (-1.62, -1.96, 3.44)
C (-1.22, -0.74, 3.07)
N (-1.88, -0.34, 2.00)
C (-2.72, -1.39, 1.77)
N (-2.58, -2.39, 2.60)
C (0.70, -3.11, 2.43)
H (4.10, -0.66, -6.47)
H (2.64, -1.53, -6.94)
H (0.45, -0.88, -5.31)
H (2.34, 2.38, -3.54)
H (4.30, -3.64, -6.50)
H (4.67, -5.40, -4.84)
H (4.01, -5.07, -2.48)
H (2.80, -1.09, -3.40)
H (2.69, -5.65, 1.39)
H (1.69, -6.68, 3.40)
H (0.02, -5.47, 4.74)
H (-0.47, -2.32, 5.12)
H (-1.68, -3.55, 4.76)
H (-0.44, -0.20, 3.58)
H (-3.45, -1.39, 0.98)
H (0.43, -2.12, 2.12)
C (-5.29, 1.18, -1.97)
N (-4.50, 2.36, -1.69)
C (-3.88, 2.98, -2.86)
C (-4.06, 2.66, -0.44)
S (-2.59, 3.44, -0.17)
N (-4.86, 2.26, 0.58)
C (-4.35, 2.26, 1.94)
C (-6.31, 2.40, 0.49)
H (-4.80, 0.59, -2.75)
H (-6.30, 1.42, -2.33)
H (-5.38, 0.57, -1.08)
H (-4.61, 2.98, -3.67)
H (-3.00, 2.43, -3.19)
H (-3.59, 4.00, -2.63)
H (-3.34, 1.84, 1.95)
H (-5.01, 1.64, 2.55)
H (-4.31, 3.27, 2.36)
H (-6.59, 2.82, -0.47)
H (-6.65, 3.07, 1.28)
H (-6.82, 1.44, 0.61)
C (3.51, 3.49, 4.16)
C (3.11, 3.31, 2.70)
S (1.46, 2.63, 2.49)
O (1.17, 2.72, 1.02)
C (0.47, 3.94, 3.24)
C (0.68, 5.32, 2.64)
H (4.57, 3.71, 4.22)
H (3.33, 2.58, 4.74)
H (2.97, 4.31, 4.63)
H (3.76, 2.59, 2.20)
H (3.16, 4.24, 2.13)
H (0.66, 3.91, 4.32)
H (-0.55, 3.58, 3.09)
H (1.63, 5.76, 2.93)
H (-0.12, 5.99, 2.97)
H (0.64, 5.26, 1.55)

Results of the Löwdin charge analysis, in e, for atoms 1 through 2: 0.7685 -0.0627

- What is the formula in the first record?
  C21H20BrN8S2Ti